11 unconnected molecules or ions with the total composition C42H99ClO14P2 at a distorted geometry. Source: the Open Molecules 2025 dataset; level of theory: wB97M-V/def2-TZVPD.

Values from the calculation:
Largest force on an atom ... 0.049 Eh/bohr
HOMO energy ... -7.8 eV
Kohn-Sham gap ... 0.3102 hartree
ΔE to the lowest compared entry with this formula, charge and spin ... 2.382 eV

Geometry as ORCA input:
```
! RIJCOSX wB97M-V def2-TZVPD def2/J DEFGRID3
* xyz 0 1
Cl -9.28773 4.21923 -6.18027
P -8.73226 5.66767 -4.76663
P -8.25423 4.70231 -2.84776
O -12.97225 1.92768 -2.75797
O 1.66072 -8.43929 -4.24283
O -7.22475 6.23954 -5.33589
O 3.21599 8.47840 3.62179
O -0.47026 -4.44787 -2.60715
O 1.32914 0.79226 0.08507
O 7.33728 -1.25391 4.96543
O -12.05565 4.18996 -1.87316
O -1.37087 0.01972 -1.25803
O 11.67161 -2.38228 3.24216
O 4.35621 1.43477 3.28266
O -10.48455 5.84832 -1.87222
O -2.62333 -9.33054 -4.24400
O 2.20432 5.53450 4.92788
C 2.78332 7.60492 1.41965
C -13.27920 3.81754 -1.22808
C -2.18186 -2.21130 -1.65797
C 0.82749 2.95370 1.02151
C -3.04573 -11.66857 -3.85380
C -2.84162 -10.03916 -1.95348
C -6.38623 4.77996 -2.68750
C 4.82394 3.36469 4.64306
C -2.04160 -0.80231 -2.21155
C 2.41194 8.65539 2.45451
C 6.08174 -2.54605 3.36820
C -3.64994 2.75349 -0.69912
C -0.15277 5.68286 5.39012
C -5.78660 3.90251 -1.54366
C 2.32070 -10.11306 -5.84412
C 2.60856 10.06206 1.91154
C 12.66559 -0.53164 2.06585
C 12.51711 -2.81474 1.02972
C -11.29347 5.05640 -1.01668
C 1.19873 5.17898 5.87317
C 0.61736 1.45167 1.13365
C -1.26521 -0.79844 -3.51945
C 1.09468 0.92577 2.47738
C -6.49513 2.04494 1.90994
C 1.55193 5.76138 7.23313
C -6.52286 3.41831 -0.37652
C 3.10365 -7.73462 -6.03772
C -9.09445 5.78974 -1.54992
C -4.38240 2.27795 0.46724
C 11.84460 -1.80632 1.94839
C 7.44635 -1.99165 3.74809
C -0.36972 -5.25841 -4.87240
C -3.30589 -10.24458 -3.38730
C -5.79781 2.61978 0.62210
C -1.14438 -5.26695 -3.56366
C -4.35897 3.56015 -1.67409
C 1.96396 -8.65142 -5.62192
C -13.58784 2.28622 -1.50652
C -1.28578 -6.67751 -3.01649
C 8.46868 -3.10434 3.91864
C 5.24728 2.54021 3.43841
C 6.66957 2.02559 3.59024
H -0.25326 -1.18681 -3.37171
H -3.36078 -10.71430 -1.26955
H 1.88946 3.20525 1.10500
H 2.44779 -8.65649 -3.72819
H 1.49821 -10.76040 -5.53187
H 5.17069 3.14746 2.53318
H 2.26731 0.99190 0.19215
H -6.21360 0.96298 2.04877
H 4.00167 -7.93758 -5.44616
H 3.65599 10.23313 1.64505
H -13.16375 3.99398 -0.12861
H 13.65191 -0.74211 2.49044
H -10.72494 4.43001 -0.28024
H 3.19237 -10.39598 -5.24612
H -3.02440 -9.01083 -1.63496
H 0.55560 1.39993 3.30134
H -2.70799 -2.86072 -2.36062
H 5.47689 4.22968 4.77850
H 0.64231 -5.64885 -4.72697
H -1.97569 -11.89655 -3.82850
H -6.63839 5.46573 -5.43198
H 1.99170 10.23371 1.02697
H 2.22824 6.49997 4.86469
H -13.11837 1.64218 -0.70799
H -0.38891 5.26553 4.40864
H -6.05145 2.57107 2.80512
H 7.78664 -1.29523 2.97816
H 0.49092 3.31589 0.04718
H 2.17173 7.70292 0.52017
H 3.34703 -7.86121 -7.09472
H -14.69108 2.06111 -1.47933
H 2.16508 1.10942 2.60868
H 7.37938 2.84948 3.69431
H 4.84929 2.76177 5.55668
H 12.17670 0.17859 2.73595
H -1.83420 -6.66897 -2.07114
H -1.76474 -10.21261 -1.86474
H 0.94837 -0.15546 2.54053
H 9.43912 -2.69400 4.20073
H -4.37252 -10.02234 -3.46335
H 5.35552 -1.73692 3.25918
H 2.54071 -10.31063 -6.89533
H -12.00094 5.75507 -0.48759
H 2.52841 5.39998 7.56277
H -0.49092 -0.35256 -1.10761
H 6.75684 1.37663 4.46653
H -2.57920 2.50657 -0.86231
H 2.83828 -6.68966 -5.86324
H -0.30446 -7.11625 -2.80978
H 3.79824 3.71783 4.52478
H -0.94880 5.40965 6.08659
H 3.83682 7.69323 1.13668
H 10.84928 -1.56811 1.56609
H 6.95520 1.42583 2.72254
H -8.85829 5.40157 -0.52936
H -3.03245 -0.36905 -2.37083
H -7.60347 3.67316 -0.24442
H -7.60274 2.19015 1.90112
H 2.34837 10.80516 2.66840
H 8.58700 -3.67651 2.99565
H -1.76466 -1.40683 -4.27722
H 0.80701 5.49040 7.98489
H -3.79959 3.94755 -2.56436
H -0.26591 -4.23829 -5.25005
H -14.14660 4.40049 -1.64510
H -2.73219 -2.19872 -0.71348
H 0.28059 3.48863 1.80129
H 12.54513 -2.59743 3.59131
H 6.12847 -3.10186 2.42921
H -0.87087 -5.86307 -5.63187
H -3.37367 -11.79926 -4.88727
H -1.20466 -2.64590 -1.44916
H 1.18377 4.08791 5.93335
H -3.57092 -12.39221 -3.22649
H -5.99354 5.82796 -2.58655
H -8.66361 6.82719 -1.64811
H 1.06569 -8.40205 -6.19135
H -1.16208 0.22020 -3.90107
H -3.84084 1.67515 1.22616
H 13.49843 -3.10194 1.41948
H -2.13459 -4.83223 -3.71963
H 7.03720 -1.85903 5.65448
H -0.14464 6.77152 5.27918
H 11.92256 -3.72839 0.96286
H 5.70141 -3.21180 4.14918
H -1.81371 -7.32308 -3.72075
H 4.41537 0.89030 4.07777
H -13.21036 0.99254 -2.88667
H 0.40710 -4.82330 -2.46194
H 4.13961 8.59458 3.36825
H 12.80004 -0.05690 1.09146
H 1.61693 6.85245 7.18368
H 8.16864 -3.78955 4.71818
H 12.64716 -2.40823 0.02439
H -0.44166 1.21832 1.00176
H -1.67721 -9.51713 -4.18542
H 2.64712 6.60053 1.82727
H 1.37075 8.52070 2.75662
H -5.96251 4.37089 -3.65125
*
```